Below is C8H23LiNO4 as an isolated structure, with properties calculated with ωB97M-V with the def2-TZVPD basis set.

Charge: +1
ΔE to the lowest compared entry with this formula, charge and spin: 40.3 kcal/mol

Each line ends with the natural charge from an NBO analysis.
Element x y z (Å)
H  -13.5111  -3.4740  31.0360  0.1974
H  -18.0040  -0.4234  28.2284  0.2128
C  -17.0447  -0.5726  30.7333  -0.2499
O  -14.4038  -3.0242  28.2568  -0.7616
H  -12.2279  1.2259  30.5076  0.2014
C  -17.0779  -0.8372  28.3504  -0.2936
H  -18.1804  -0.5995  30.6440  0.2049
H  -13.4420  0.3281  31.1074  0.1692
C  -14.3589  -0.2313  26.1075  -0.2668
O  -15.0335  -1.9213  30.9000  -0.5895
O  -12.7618  -0.6321  29.4914  -0.7506
H  -17.1743  -2.5791  30.2280  0.1599
H  -11.7854  -0.8012  29.6470  0.4983
H  -15.0107  -3.9623  30.7363  0.2079
O  -14.9822  -0.2054  27.3366  -0.5555
H  -14.3193  -3.1504  32.4971  0.2250
N  -16.4867  -0.0442  29.4652  -0.6317
H  -13.7829  1.1790  29.4954  0.1921
H  -13.4103  -0.2996  26.4454  0.2028
H  -16.8429  0.7570  29.3814  0.3502
C  -13.0187  0.5879  30.1051  -0.2842
Li  -14.8415  -1.2654  29.0572  0.8484
C  -13.3254  -3.9409  28.0152  -0.3018
C  -16.4771  -1.8948  31.0427  -0.0948
H  -12.8286  -3.9836  29.0547  0.2051
C  -16.4149  -0.2004  27.1576  -0.0634
H  -14.2752  -1.1839  25.5142  0.1662
H  -13.2831  -4.5545  27.2461  0.2239
H  -12.5540  -3.3570  27.2991  0.1794
H  -16.7037  -0.6768  26.2341  0.1962
H  -17.0290  -1.9874  28.3803  0.2080
H  -14.4903  0.4711  25.3834  0.1904
H  -16.6638  0.2079  31.4663  0.2160
H  -15.1409  -3.5603  27.9090  0.4866
H  -16.9140  -1.8596  31.9560  0.2138
H  -16.7027  0.7473  27.1945  0.1733
C  -14.4969  -3.1894  31.4120  -0.2861

=====

Below is a 2-piece molecular cluster, C8H23N2O2Si overall, with properties calculated with ωB97M-V with the def2-TZVPD basis set.

Charge: +1
ΔE to the lowest compared entry with this formula, charge and spin: 21.7 kcal/mol

Each line ends with the natural charge from an NBO analysis.
Element x y z (Å)
H  -3.2700  3.4889  1.0034  0.2559
H  0.6215  -4.3239  -1.4818  0.4237
H  -0.4068  -1.4319  1.0655  0.2171
H  0.6995  0.6811  3.4672  0.1906
H  3.1611  -0.1689  -2.8990  0.2504
H  3.6606  0.9638  -0.7029  0.2477
C  2.1570  -0.3782  -2.5964  -0.6720
H  0.4542  -3.5451  1.2316  0.1983
H  1.1837  -1.0886  1.4655  0.2416
O  -0.4404  1.0906  1.7725  -0.9274
H  -2.5341  0.0382  -2.1644  0.1780
H  2.3581  0.8610  0.6174  0.2029
H  -3.0873  0.6983  1.2431  -0.2250
H  -1.8468  3.7967  0.1037  0.2592
H  -1.7675  3.8593  1.6788  0.2560
H  -3.0289  1.7183  -1.6454  0.1988
C  0.5314  -1.5850  0.6226  -0.2332
H  -0.8219  -3.4478  -1.0059  0.3875
H  0.2268  -1.5692  -1.2371  0.4531
O  -1.4806  0.8456  -0.4896  -0.9443
H  -1.4465  1.4755  -2.4077  0.1865
H  2.1684  -1.5143  -2.9173  0.2364
N  0.2356  -3.4365  -0.9836  -0.8911
Si  -1.8345  1.4858  1.0643  1.8960
H  1.2165  1.9716  2.2682  0.1853
C  2.6609  0.5503  -0.3360  -0.3837
N  0.5642  -0.8366  -0.6205  -0.6037
H  -0.1697  -0.1270  -0.4783  0.4876
H  -0.0711  2.2336  3.5583  0.1999
C  0.7991  -3.0948  0.2650  -0.2475
H  1.3784  0.3384  -3.1369  0.2390
C  -2.2607  3.2950  0.9137  -1.1641
C  -2.1580  1.0799  -1.7213  -0.2399
C  1.8655  -0.1953  -1.0899  0.1570
C  0.3478  1.5459  2.8584  -0.2379
H  1.9268  -3.3321  0.2884  0.2212

=====

Below is a 2-piece molecular cluster, C8H23N2OSi overall, with properties calculated with ωB97M-V with the def2-TZVPD basis set.

Charge: +1
ΔE to the lowest compared entry with this formula, charge and spin: 0.0 kcal/mol

Each line ends with the natural charge from an NBO analysis.
Element x y z (Å)
H  -2.6516  1.3376  4.3572  0.2729
N  -0.3772  2.7273  -0.0381  -0.7861
C  0.7241  -1.4255  -2.2444  -0.2191
H  1.5593  -1.9103  -0.2684  0.1895
O  -0.8791  0.0611  1.3149  -1.2754
H  -0.9924  -1.4357  -0.8503  0.2074
C  0.9373  0.0771  -2.1566  -0.2368
H  0.8833  -1.7503  -3.2547  0.2284
H  -0.1848  0.2813  -0.5782  0.4658
H  1.3353  -3.3592  -1.3576  0.2301
C  -0.7362  -1.7499  -1.7864  -0.6297
C  -2.7687  0.9522  3.3047  -1.1724
H  2.8179  -2.3450  -1.5799  0.2345
H  -2.0472  -2.8059  3.3968  0.2888
H  1.9677  0.2823  -2.5991  0.2234
H  2.0145  3.7845  -0.7123  0.2511
H  -1.3043  2.4048  -0.3025  0.3837
H  -1.1119  -1.9386  4.6799  0.2675
H  1.3627  0.3810  -0.0546  0.4313
H  -0.7790  -2.8456  -1.8175  0.2320
H  -0.3006  2.6940  0.9578  0.3915
Si  -1.4596  -0.2888  2.7342  2.0176
H  2.2454  2.7030  0.6620  0.2282
H  -2.8392  1.8494  2.6609  0.2643
C  1.9823  2.7483  -0.4447  -0.6521
H  -3.6811  0.3553  3.1322  0.2636
H  2.7507  2.1620  -0.8949  0.2233
H  -1.4873  -1.2958  -2.4186  0.2148
H  0.2114  0.4670  -2.8278  0.2163
H  -0.2732  -2.4421  3.2200  0.2674
C  0.5948  2.2890  -0.8345  0.1702
N  0.7432  0.6352  -0.8082  -0.5934
C  1.7172  -2.2820  -1.3429  -0.6303
C  -1.2515  -2.0115  3.5891  -1.1783
H  0.2507  2.4996  -1.8709  0.2098

=====

Below is a 5-piece molecular cluster, C8H23NO4 overall, with properties calculated with ωB97M-V with the def2-TZVPD basis set.

SMILES: CCCC#N.CO.CO.CO.CO
ΔE to the lowest compared entry with this formula, charge and spin: 0.0 kcal/mol

Each line ends with the natural charge from an NBO analysis.
Element x y z (Å)
H  4.6411  1.2305  -1.8429  0.1766
H  1.2510  -0.6069  -0.7618  0.1656
H  1.7379  1.1921  -2.5731  0.4938
C  -0.9619  -0.9457  -2.9584  -0.2572
O  3.4943  0.9168  -3.4055  -0.7447
H  -3.0637  -1.7314  3.7885  0.2145
H  3.3160  1.4311  -4.1741  0.4778
H  5.4313  0.3952  -3.1981  0.1719
O  0.4600  0.2091  2.5996  -0.7233
C  -2.8478  -0.4056  2.0843  -0.3788
H  2.3828  0.7788  3.4863  0.1619
O  -0.7442  0.3218  -3.6058  -0.7476
H  1.8982  1.6656  2.0264  0.1668
H  -1.7637  -0.4225  3.9267  0.2345
H  -0.1345  0.8090  -2.9993  0.4848
H  -4.3344  -0.4965  0.4155  0.2508
H  0.9241  1.8151  3.5994  0.1915
N  -4.5344  -3.4422  1.5048  -0.3445
C  1.9047  0.2136  -0.9546  -0.2427
H  -5.0917  -0.5172  1.8793  0.2444
H  -0.1694  -1.6582  -3.2222  0.1514
O  1.2298  1.1443  -1.7560  -0.7470
C  -2.8035  -0.7005  3.5558  -0.6178
C  4.7668  1.2136  -2.9245  -0.2424
H  0.9104  -0.5167  2.1072  0.4628
H  -2.7440  0.6520  1.9430  0.2128
H  -3.5523  -0.0113  4.0563  0.1992
H  2.8782  -0.1365  -1.3128  0.1767
H  -1.8390  -1.4116  -3.3928  0.1847
H  -0.9049  -0.9318  -1.8647  0.1642
H  -2.0054  -0.8694  1.5360  0.2099
C  -4.3178  -2.3040  1.4612  0.2913
H  5.1136  2.1476  -3.3364  0.1759
H  2.1688  0.6531  -0.0414  0.1582
C  -4.1803  -0.8514  1.4441  -0.5188
C  1.4839  1.1698  2.9100  -0.2571

=====

Below is a 3-piece molecular cluster, C8H23NO5 overall, with properties calculated with ωB97M-V with the def2-TZVPD basis set.

SMILES: COCCNCCOC.OCCO.O
ΔE to the lowest compared entry with this formula, charge and spin: 9.4 kcal/mol

Each line ends with the natural charge from an NBO analysis.
Element x y z (Å)
H  10.6413  9.0459  2.9361  0.5101
H  6.2825  9.8445  -0.4608  0.1611
H  9.3349  9.6095  -1.5273  0.1757
H  8.3392  10.8842  -0.6036  0.1712
N  5.8603  8.7357  1.8894  -0.6314
C  11.9076  10.0259  4.0001  -0.0769
H  13.5413  10.8980  6.5261  0.4663
H  6.4648  7.0392  0.7854  0.2115
H  5.1201  9.5667  4.4238  0.1613
O  6.8228  8.4205  4.6450  -0.5552
O  8.7866  9.3176  2.7977  -1.0088
H  12.3094  8.8408  5.7671  0.1650
C  5.4595  8.5251  4.3362  -0.0588
C  8.8792  9.9352  -0.5883  -0.2560
C  12.7434  9.6729  5.2106  -0.0772
H  13.7884  9.4817  4.9592  0.1603
C  5.2085  7.9600  2.9432  -0.2357
H  12.3680  10.8244  3.4124  0.1558
O  12.7215  10.8576  6.0307  -0.7341
C  7.2231  9.0039  5.8718  -0.2506
H  4.1415  7.9148  2.6789  0.1745
H  5.0301  7.7673  0.1866  0.1564
H  10.9656  10.4532  4.3612  0.1661
H  8.1578  9.1480  3.5289  0.4923
H  6.7137  9.9462  6.1023  0.1712
H  4.8220  7.9758  5.0424  0.1698
H  6.9463  8.3250  6.6842  0.1743
H  5.5073  6.9110  2.9816  0.2065
C  6.0051  8.0199  0.6571  -0.2352
H  8.2929  9.1812  5.8173  0.2038
H  9.7302  10.0646  0.0890  0.2043
C  6.7316  8.8448  -0.3817  -0.0580
O  8.0941  8.9283  0.0129  -0.5627
H  5.3472  9.5996  1.7775  0.3579
O  11.5702  8.9114  3.1884  -0.7548
H  6.7411  8.3936  -1.3815  0.1783
H  8.2606  9.1960  1.9921  0.5020

=====

Below is C8H24AgO8 as an isolated structure, with properties calculated with ωB97M-V with the def2-TZVPD basis set.

Multiplicity: 2
⟨S²⟩: 0.7505
ΔE to the lowest compared entry with this formula, charge and spin: 0.0 kcal/mol

Each line ends with the Mulliken spin population.
Element x y z (Å)
C  -14.1156  1.1363  -32.9645  -0.1496
H  -8.6027  1.3981  -30.5827  0.0318
C  -13.4881  4.9245  -29.7581  0.1121
H  -15.0333  4.2873  -32.7790  0.1436
Ag  -11.9444  3.5418  -32.0824  5.1402
H  -12.0279  4.8201  -34.9162  0.0169
O  -10.1256  1.6562  -31.8947  -1.6326
O  -11.6490  2.5522  -34.3935  -0.6277
H  -9.6908  3.1023  -34.2388  0.0627
O  -13.0014  5.4836  -30.9865  -0.4508
H  -11.6820  2.2752  -29.3199  0.1665
H  -11.1521  6.1972  -33.5183  0.0635
H  -8.1416  1.6661  -32.2874  -0.0146
H  -13.1729  -0.0004  -31.8569  0.5725
C  -13.1773  3.3995  -29.6852  -0.0519
C  -10.5766  3.3309  -34.8316  0.1044
H  -15.3445  2.3507  -31.6795  0.0539
H  -13.0792  6.4402  -30.9632  0.1324
C  -8.8106  1.9747  -31.4841  0.0028
H  -13.0219  5.4533  -28.9267  0.0216
O  -10.7507  5.3297  -33.4299  -0.2016
H  -15.8831  2.3193  -33.3430  -0.0017
H  -7.5800  3.6793  -31.1116  -0.0107
H  -13.6920  3.0712  -28.7822  -0.0161
H  -10.4491  5.3785  -35.4744  0.0104
H  -14.6035  0.1639  -33.0318  -0.0839
H  -11.4491  1.6288  -34.5639  0.1528
H  -10.2291  3.0821  -35.8343  -0.0407
H  -10.1333  3.6589  -29.8786  -0.0082
C  -10.9582  4.7936  -34.7084  0.0627
O  -13.0980  0.9430  -32.0182  -1.9431
H  -13.7052  2.9179  -30.5083  -0.0733
C  -14.9950  2.3517  -32.7119  0.1368
H  -13.6405  1.2262  -33.9413  0.2073
H  -10.1541  0.7292  -32.1427  0.4350
O  -14.3667  3.5990  -32.8391  -0.6169
C  -8.6522  3.4890  -31.1600  0.1218
O  -11.7967  3.1599  -29.6747  -0.6929
O  -9.1908  3.8411  -29.8869  -0.0832
H  -14.5498  5.1684  -29.7208  -0.0061
H  -8.9186  4.1258  -32.0035  -0.0462